Entry 1:
Formula: C21H26FeN3O8P2SSb
Source: OMol25
Level of theory: ωB97M-V/def2-TZVPD

Last column: Löwdin spin population.
Positions of all 63 atoms, in Å:
Fe1 1.078 -2.317 -1.173  4.2001
N1 -0.321 -4.418 1.271  0.0000
C1 -0.878 -3.023 1.536  -0.0001
C2 -1.831 -3.081 2.721  0.0003
P1 -1.638 -2.459 -0.052  0.0104
O1 -3.042 -3.197 0.038  0.0055
O2 -1.759 -0.982 -0.157  0.0022
O3 -0.751 -3.142 -1.084  0.1065
P2 0.559 -1.917 1.947  0.0158
O4 1.505 -3.013 2.655  0.0036
O5 0.201 -0.806 2.824  0.0085
O6 1.217 -1.605 0.588  0.1391
H1 -1.073 -5.072 1.047  0.0001
H2 0.170 -4.749 2.104  0.0000
H3 0.372 -4.437 0.477  -0.0001
H4 -2.669 -3.748 2.520  0.0001
H5 -2.214 -2.081 2.914  0.0001
H6 -1.309 -3.412 3.622  0.0000
H7 -3.703 -2.910 -0.604  0.0001
H8 1.919 -2.687 3.465  0.0001
N2 3.242 -2.339 -1.542  0.0720
N3 3.743 -3.510 -0.965  0.0029
C3 2.855 -4.430 -0.417  0.0085
O7 3.248 -5.370 0.224  0.0144
O8 1.593 -4.154 -0.690  0.1124
H9 3.495 -2.268 -2.525  0.0025
H10 3.586 -1.508 -1.063  0.0014
H11 4.731 -3.611 -0.804  0.0016
S1 0.527 -0.590 -2.442  0.2309
Sb1 -0.226 1.022 -0.836  0.0271
C4 -1.761 1.975 -1.891  0.0059
C5 -2.219 3.190 -1.385  0.0009
C6 -3.212 3.882 -2.060  0.0004
C7 -3.753 3.354 -3.225  0.0000
C8 -3.302 2.139 -3.720  0.0002
C9 -2.299 1.447 -3.057  0.0033
C10 -0.697 1.441 1.187  0.0024
C11 -1.958 1.162 1.704  0.0007
C12 -2.301 1.649 2.953  0.0001
C13 -1.395 2.407 3.686  0.0006
C14 -0.151 2.700 3.155  0.0001
C15 0.199 2.226 1.898  0.0009
C16 1.521 2.189 -1.094  0.0088
C17 1.533 3.194 -2.055  0.0027
C18 2.701 3.906 -2.299  0.0001
C19 3.856 3.607 -1.592  0.0014
C20 3.849 2.595 -0.641  0.0001
C21 2.685 1.883 -0.391  0.0020
H12 -1.814 3.597 -0.464  0.0001
H13 -3.565 4.829 -1.675  0.0001
H14 -4.532 3.893 -3.749  0.0000
H15 -3.728 1.729 -4.625  0.0000
H16 -1.938 0.504 -3.451  0.0032
H17 -2.667 0.579 1.141  0.0000
H18 -3.283 1.439 3.354  0.0000
H19 -1.666 2.776 4.667  0.0000
H20 0.555 3.300 3.714  0.0000
H21 1.168 2.477 1.496  0.0001
H22 0.637 3.430 -2.618  0.0001
H23 2.706 4.693 -3.041  0.0000
H24 4.764 4.164 -1.781  0.0001
H25 4.751 2.365 -0.088  0.0000
H26 2.687 1.092 0.353  0.0001

Output
Gap between HOMO and LUMO (alpha / beta)   8.748 / 7.552 eV
Energy   -113388.3221 eV
Spin multiplicity   6
Total charge   +1

=====

Entry 2:
Formula: C3H6FNS
Source: OMol25
Level of theory: ωB97M-V/def2-TZVPD

Last column: Mulliken charge in e.
Positions of all 12 atoms, in Å:
C1 -1.755 -0.005 0.506  -0.2522
C2 -0.902 0.696 -0.501  -0.5683
C3 2.670 -0.706 0.047  -0.2612
H1 -1.295 -0.895 0.843  0.3012
H2 -2.070 0.671 1.275  0.2394
H3 -0.674 0.068 -1.382  0.3145
H4 -1.393 1.596 -0.879  0.3760
H5 3.067 -0.298 0.920  0.2533
H6 2.987 -1.640 -0.471  0.2365
N1 1.504 -0.274 -0.291  -0.3387
F1 -2.889 -0.424 -0.157  -0.2852
S1 0.751 1.212 0.089  -0.0154

Output
Gap between HOMO and LUMO   9.496 eV
Energy   -18249.4923 eV
Spin multiplicity   1
SMILES   C=NSCCF

=====

Entry 3:
Formula: C8H16N2S
Source: OMol25
Level of theory: ωB97M-V/def2-TZVPD

Last column: Mulliken charge in e.
Positions of all 27 atoms, in Å:
C1 0.582 0.820 -0.401  0.3060
C2 1.030 0.418 -1.818  -0.6385
C3 0.931 -1.131 -1.777  -0.5628
C4 -2.368 -3.245 1.321  -1.0318
C5 0.228 2.454 1.395  -1.4389
C6 2.358 2.372 0.166  -1.7950
C7 -2.552 -2.230 0.130  -0.1184
C8 0.853 2.169 0.028  0.4422
N1 0.230 -0.072 0.435  -0.4494
N2 -1.799 -2.508 -0.899  -0.4361
S1 0.490 -1.643 -0.088  -0.0893
H1 0.236 1.025 -2.435  0.2920
H2 1.961 0.851 -1.976  0.3600
H3 0.235 -1.575 -2.426  0.3880
H4 1.928 -1.628 -2.042  0.3314
H5 -3.198 -3.805 1.495  0.3943
H6 -1.560 -4.027 1.175  0.2730
H7 -2.269 -2.601 2.208  0.2799
H8 -0.793 2.773 1.309  0.3674
H9 0.712 3.260 1.869  0.4301
H10 0.252 1.539 2.111  0.2546
H11 2.490 3.353 0.415  0.5202
H12 2.790 2.188 -0.759  0.4398
H13 2.668 1.687 0.826  0.4717
H14 -2.307 -1.210 0.620  0.1131
H15 -3.585 -2.094 -0.252  0.4243
H16 0.457 2.859 -0.631  0.4724

Output
Gap between HOMO and LUMO (alpha / beta)   7.739 / 7.784 eV
Energy   -22365.0668 eV
Spin multiplicity   1

=====

Entry 4:
Formula: C2H10N4O
Source: OMol25
Level of theory: ωB97M-V/def2-TZVPD

Last column: Mulliken charge in e.
Positions of all 17 atoms, in Å:
C1 -1.923 -0.234 0.798  -0.8185
N1 -0.489 -0.556 0.852  -0.2952
H1 -0.304 -1.408 1.372  0.3013
H2 0.252 0.459 1.287  0.5347
H3 -2.303 -0.172 1.817  0.3338
H4 -2.472 -0.984 0.231  0.3170
H5 -2.026 0.720 0.291  0.2951
C2 0.225 -0.612 -0.447  0.5054
N2 0.961 2.215 -0.112  -0.4460
N3 1.269 -1.553 -0.423  -0.5662
O1 1.268 1.050 0.638  -0.5773
N4 -0.361 -0.079 -1.451  -0.7849
H6 1.799 2.432 -0.651  0.2337
H7 0.252 1.919 -0.799  0.2671
H8 2.004 -1.316 0.230  0.2563
H9 1.646 -1.741 -1.341  0.2421
H10 0.201 -0.139 -2.293  0.2014

Output
Gap between HOMO and LUMO   8.314 eV
Energy   -10240.9031 eV
Spin multiplicity   1

=====

Entry 5:
Formula: C5H9O4P
Source: OMol25
Level of theory: ωB97M-V/def2-TZVPD

Last column: Mulliken charge in e.
Positions of all 19 atoms, in Å:
C1 0.471 0.870 -1.100  0.5842
C2 0.053 2.171 -0.522  -1.1802
C3 0.638 -1.770 -0.614  -1.9140
C4 -0.742 -0.332 0.904  -1.6531
C5 0.427 -0.392 0.057  1.4156
O1 3.102 -0.068 0.707  -0.8452
O2 1.307 1.156 2.049  -0.8234
O3 0.731 0.631 -2.271  -0.6705
O4 1.561 -1.292 2.364  -0.8167
P1 1.798 -0.131 1.445  0.8803
H1 0.348 2.281 0.518  0.2986
H2 -1.056 2.294 -0.460  0.1963
H3 0.355 3.053 -1.087  0.3887
H4 0.671 -2.524 0.187  0.4103
H5 -0.164 -2.013 -1.332  0.3904
H6 1.590 -1.705 -1.125  0.3779
H7 -0.728 0.639 1.503  0.3120
H8 -1.834 -0.196 0.550  0.2773
H9 -0.899 -1.129 1.580  0.3714

Output
Gap between HOMO and LUMO   5.906 eV
Energy   -22810.4958 eV
Spin multiplicity   1
SMILES   CC(=O)C(C)(C)P(=O)([O-])[O-]
Total charge   -2

=====

Entry 6:
Formula: C4H11NO2
Source: OMol25
Level of theory: ωB97M-V/def2-TZVPD

Last column: Löwdin spin population.
Positions of all 18 atoms, in Å:
O1 0.361 1.569 -0.492  0.4758
C1 -0.513 0.748 -0.120  -0.0001
C2 -1.471 0.181 -1.190  -0.0105
N1 -0.518 -0.317 -2.239  -0.0009
H1 -0.942 0.925 0.881  0.0347
H2 -2.017 -0.658 -0.764  -0.0001
H3 -2.100 0.945 -1.652  -0.0025
H4 -0.966 -0.725 -3.058  -0.0002
H5 0.056 0.476 -2.540  0.0001
H6 0.077 -0.985 -1.688  -0.0005
C3 1.237 -0.565 1.239  0.0417
O2 0.229 -0.820 0.279  0.4121
C4 0.676 -0.489 2.655  0.0048
H7 1.761 0.388 1.068  0.0207
H8 2.023 -1.323 1.123  0.0213
H9 1.405 -0.061 3.348  -0.0005
H10 0.383 -1.489 2.992  0.0014
H11 -0.245 0.104 2.676  0.0025

Output
Gap between HOMO and LUMO (alpha / beta)   11.708 / 7.137 eV
Energy   -9901.4943 eV
Spin multiplicity   2
Total charge   +1